{"formula": "C9H21MgN3O11S2", "method": "the ωB97M-V functional and the def2-TZVPD basis", "charge": -2, "max_force_ha_per_bohr": 0.0870, "homo_ev": -3.18, "orbital_gap_ev": 7.9, "species": ["Mg", "S", "O", "O", "O", "O", "S", "O", "O", "O", "O", "C", "O", "N", "C", "C", "H", "H", "H", "H", "H", "H", "H", "C", "O", "N", "C", "C", "H", "H", "H", "H", "H", "H", "H", "C", "O", "N", "C", "C", "H", "H", "H", "H", "H", "H", "H"], "xyz": [[2.67935, 0.51747, 0.79925], [2.04958, -1.56174, 2.10472], [1.20344, -1.82808, 3.25715], [3.17057, -0.55720, 2.37054], [2.65211, -2.70564, 1.48634], [1.22349, -0.82684, 1.09478], [3.45783, 2.84797, -0.46007], [2.44088, 2.59836, 0.70631], [4.72689, 3.36554, 0.14432], [3.63344, 1.36062, -0.79772], [2.89326, 3.60600, -1.53087], [-1.46314, -5.69148, 0.47038], [-2.40643, -6.19650, 1.01407], [-1.02987, -4.40832, 0.59977], [-1.32512, -3.59903, 1.82848], [0.08278, -3.87706, -0.17080], [-0.83549, -6.36780, -0.17964], [-1.24757, -2.58125, 1.59962], [-0.69668, -3.73212, 2.68024], [-2.33196, -3.88523, 2.07313], [1.03293, -4.42806, -0.12307], [-0.05310, -3.76682, -1.35631], [0.31215, -2.88888, 0.25223], [0.66067, 1.64641, -3.45386], [0.83080, 2.81465, -3.67163], [-0.37047, 1.08464, -2.70884], [-1.39801, 1.98421, -2.06643], [-0.38143, -0.33872, -2.52458], [1.22371, 0.81471, -3.89890], [-2.20224, 1.35745, -1.76702], [-1.76097, 2.78869, -2.68291], [-0.98311, 2.44620, -1.20852], [-0.16954, -0.89695, -3.48629], [0.40238, -0.71616, -1.87306], [-1.35162, -0.73456, -2.11763], [-2.66713, 2.39407, 0.81105], [-3.08370, 1.24063, 0.80593], [-1.38054, 2.69514, 1.08083], [-0.89160, 4.06129, 1.02722], [-0.47655, 1.63668, 1.50871], [-3.32107, 3.23875, 0.50968], [0.09039, 4.11280, 0.54294], [-0.68063, 4.34944, 2.06343], [-1.62218, 4.61872, 0.51102], [0.30280, 2.00479, 2.12921], [-0.95567, 0.83025, 1.98927], [0.01636, 1.17295, 0.61754]]}